Computed, not measured: 19 unconnected molecules or ions with the total composition C64H175N9O28 at a distorted geometry, with ωB97M-V/def2-TZVPD.

Its spin multiplicity is 1. Its HOMO-LUMO gap is 8.76 eV. The LUMO energy comes out at 0.01794 hartree. The net charge is 0.

Last column: Mulliken charge in e.
Cartesian coordinates (Å):
C  2.18  -9.62  -6.23  -0.69
O  1.20  -8.78  -6.83  -0.36
C  -0.11  -9.35  -6.68  -0.77
C  -0.58  -9.05  -5.25  -0.61
N  -0.63  -7.61  -4.98  0.20
C  -1.36  -7.29  -3.79  -0.83
C  -1.10  -5.84  -3.44  -0.32
O  -1.47  -4.91  -4.43  0.10
C  -2.78  -4.36  -4.14  0.08
H  2.22  -9.59  -5.13  0.25
H  3.18  -9.31  -6.56  0.27
H  2.07  -10.67  -6.54  0.31
H  -0.11  -10.39  -6.86  0.42
H  -0.77  -8.81  -7.31  0.38
H  0.14  -9.55  -4.52  0.29
H  -1.58  -9.55  -5.12  0.38
H  0.29  -7.14  -5.03  0.20
H  -1.15  -8.00  -2.98  0.26
H  -2.40  -7.39  -4.04  0.34
H  -0.04  -5.71  -3.26  0.49
H  -1.54  -5.62  -2.46  -0.19
H  -2.70  -3.52  -3.37  -0.35
H  -3.51  -5.14  -3.83  0.36
H  -3.06  -4.03  -5.11  -0.16
C  -1.31  -4.97  0.47  -0.14
O  -2.45  -5.75  0.15  -0.28
C  -2.29  -7.09  -0.05  -0.18
C  -3.44  -7.70  -0.85  -0.69
N  -3.41  -9.12  -0.81  -0.31
C  -3.59  -9.72  0.52  -0.26
C  -2.94  -11.06  0.58  -0.81
O  -1.56  -10.87  0.89  -0.20
C  -0.94  -12.05  1.33  -0.78
H  -0.87  -5.40  1.37  0.59
H  -1.63  -3.92  0.55  -0.43
H  -0.65  -4.89  -0.38  0.05
H  -2.21  -7.64  0.90  0.41
H  -1.33  -7.33  -0.54  0.20
H  -3.39  -7.34  -1.88  -0.04
H  -4.40  -7.37  -0.38  0.33
H  -2.56  -9.49  -1.18  0.31
H  -4.69  -9.82  0.71  0.30
H  -3.13  -9.02  1.30  0.21
H  -3.03  -11.57  -0.42  0.34
H  -3.38  -11.70  1.35  0.54
H  -0.86  -12.75  0.44  0.29
H  -1.47  -12.52  2.12  0.33
H  0.10  -11.78  1.66  0.21
C  4.20  -0.15  2.92  0.37
O  4.18  0.74  4.04  -0.43
C  3.05  0.46  4.90  0.90
C  3.06  -0.91  5.62  -1.91
N  4.23  -1.20  6.38  -0.22
C  4.70  -0.16  7.29  -0.14
C  6.05  -0.56  7.84  -0.95
O  7.08  -0.60  6.86  -0.23
C  8.25  -1.14  7.44  -0.73
H  5.08  0.08  2.30  0.19
H  3.26  -0.09  2.33  -0.55
H  4.35  -1.23  3.26  0.27
H  2.13  0.50  4.31  -0.90
H  3.03  1.29  5.64  0.80
H  2.90  -1.75  4.93  0.32
H  2.12  -0.82  6.15  0.66
H  4.92  -1.35  5.62  0.41
H  3.99  -0.02  8.06  0.37
H  4.93  0.78  6.78  0.04
H  5.95  -1.53  8.43  0.36
H  6.45  0.07  8.59  0.59
H  9.05  -0.98  6.75  0.22
H  8.14  -2.22  7.62  0.32
H  8.42  -0.68  8.47  0.26
C  -7.29  -3.61  -3.20  -0.64
O  -6.91  -3.12  -4.42  -0.36
C  -5.89  -2.14  -4.30  0.53
C  -5.49  -1.67  -5.66  -1.23
N  -4.66  -2.58  -6.42  -0.05
C  -5.38  -3.62  -7.16  -0.53
C  -4.60  -4.62  -8.08  -0.64
O  -3.97  -5.62  -7.34  -0.35
C  -2.54  -5.59  -7.55  -0.60
H  -7.65  -4.64  -3.32  0.30
H  -8.10  -3.00  -2.67  0.25
H  -6.50  -3.66  -2.46  0.16
H  -5.01  -2.61  -3.85  -0.34
H  -6.17  -1.27  -3.62  0.31
H  -5.04  -0.68  -5.62  0.54
H  -6.44  -1.55  -6.21  0.33
H  -3.90  -2.07  -6.88  0.26
H  -6.19  -3.11  -7.80  0.30
H  -5.92  -4.18  -6.38  0.25
H  -3.90  -4.05  -8.70  0.39
H  -5.40  -5.15  -8.68  0.35
H  -2.15  -6.39  -6.88  -0.13
H  -2.05  -4.67  -7.39  0.37
H  -2.39  -5.90  -8.59  0.51
C  5.16  3.85  1.37  0.09
O  5.75  4.34  2.60  -0.48
C  4.89  4.40  3.68  1.66
C  5.63  4.95  4.83  -1.34
N  6.08  6.32  4.58  -0.40
C  6.91  6.71  5.67  -0.75
C  7.53  8.02  5.37  -0.56
O  8.40  7.86  4.28  -0.28
C  9.42  8.82  4.12  -0.80
H  5.92  3.63  0.61  0.36
H  4.45  4.60  0.98  0.26
H  4.54  2.96  1.59  -0.44
H  4.49  3.40  3.89  -0.27
H  4.01  5.07  3.35  -0.75
H  6.45  4.27  5.14  0.47
H  4.89  4.99  5.66  0.29
H  6.64  6.25  3.73  0.34
H  7.70  5.98  5.95  0.34
H  6.20  6.87  6.44  0.40
H  8.14  8.32  6.25  0.44
H  6.78  8.81  5.28  0.32
H  9.83  8.69  3.11  0.24
H  10.16  8.74  4.92  0.29
H  9.02  9.84  4.11  0.33
C  3.25  1.49  -0.87  -0.63
O  4.05  0.43  -0.48  0.40
C  5.43  0.55  -0.78  -0.52
C  6.09  -0.78  -0.58  -0.22
N  5.55  -1.69  -1.67  -0.25
C  5.91  -3.05  -1.50  -1.30
C  4.99  -3.99  -0.69  -0.20
O  3.75  -4.20  -1.40  -0.13
C  3.05  -5.25  -0.78  -0.35
H  2.36  1.44  -0.27  -0.32
H  2.90  1.52  -1.95  0.18
H  3.67  2.50  -0.63  0.30
H  5.80  1.39  -0.12  -0.02
H  5.60  0.90  -1.81  0.49
H  5.98  -1.19  0.44  0.15
H  7.18  -0.52  -0.70  0.38
H  4.54  -1.66  -1.60  -0.01
H  6.85  -3.14  -1.02  0.51
H  6.03  -3.53  -2.46  0.41
H  4.74  -3.51  0.35  0.02
H  5.43  -4.94  -0.45  0.58
H  2.80  -5.02  0.30  0.21
H  3.61  -6.18  -0.76  0.46
H  2.13  -5.43  -1.37  -0.22
C  -4.54  -2.92  1.03  -0.78
O  -3.38  -2.93  1.87  -0.08
C  -3.56  -2.25  3.10  -0.60
C  -2.27  -2.45  3.97  -0.91
N  -1.09  -1.98  3.28  1.21
C  0.18  -2.49  3.76  -1.69
C  1.24  -1.90  2.77  1.03
O  1.00  -2.31  1.48  -0.14
C  1.95  -1.75  0.55  0.11
H  -5.41  -3.27  1.64  0.40
H  -4.32  -3.65  0.28  -0.02
H  -4.68  -1.87  0.74  0.32
H  -4.39  -2.61  3.73  0.41
H  -3.70  -1.17  2.94  0.27
H  -2.22  -3.45  4.38  0.38
H  -2.45  -1.79  4.84  0.33
H  -1.17  -2.08  2.24  -0.59
H  0.29  -3.60  3.69  0.41
H  0.36  -2.07  4.75  0.63
H  2.26  -2.24  3.13  0.27
H  1.23  -0.79  2.81  -0.80
H  1.68  -2.17  -0.44  -0.13
H  2.94  -2.07  0.81  0.21
H  1.90  -0.72  0.54  -0.19
C  1.76  2.75  2.61  1.02
O  1.02  2.79  1.45  1.87
C  -0.21  3.49  1.67  -1.51
C  -1.10  3.32  0.53  1.05
N  -1.67  1.95  0.43  1.79
C  -0.76  0.83  0.48  0.70
C  -1.37  -0.44  -0.05  0.00
O  -1.86  -0.12  -1.35  1.07
C  -2.18  -1.30  -2.13  -1.75
H  2.00  3.77  2.94  -0.79
H  2.66  2.23  2.37  -0.95
H  1.23  2.30  3.42  0.31
H  0.03  4.52  1.88  -0.06
H  -0.68  3.03  2.54  0.11
H  -0.66  3.59  -0.40  0.23
H  -1.95  3.99  0.73  -0.84
H  -2.24  1.94  -0.40  -0.72
H  -0.39  0.63  1.50  -0.90
H  0.13  1.07  -0.12  -0.19
H  -2.14  -0.82  0.64  -0.24
H  -0.59  -1.21  -0.24  -0.12
H  -1.26  -1.78  -2.45  0.50
H  -2.61  -0.88  -3.00  0.75
H  -2.91  -1.98  -1.52  0.02
C  -6.54  10.18  -0.11  -0.80
O  -5.20  10.08  -0.29  -0.19
C  -4.77  10.94  -1.29  -0.69
C  -3.33  10.60  -1.75  -0.58
N  -3.34  9.26  -2.33  -0.22
C  -2.09  8.73  -2.67  -0.60
C  -2.18  7.26  -3.12  -0.65
O  -2.75  6.44  -2.11  -0.51
C  -2.11  6.56  -0.85  -0.22
H  -6.89  11.23  -0.04  0.32
H  -6.76  9.72  0.87  0.22
H  -7.15  9.72  -0.90  0.33
H  -4.87  12.01  -0.90  0.40
H  -5.35  10.76  -2.23  0.36
H  -2.68  10.71  -0.85  0.34
H  -3.11  11.36  -2.57  0.31
H  -4.02  8.67  -1.83  0.25
H  -1.39  8.83  -1.77  0.27
H  -1.58  9.30  -3.44  0.43
H  -1.20  6.82  -3.39  0.35
H  -2.77  7.09  -3.99  0.40
H  -2.60  5.82  -0.20  -0.66
H  -2.33  7.55  -0.42  0.44
H  -1.03  6.40  -0.92  0.51
O  1.90  6.32  2.13  -0.45
H  2.65  6.79  2.50  0.21
H  1.43  5.75  2.81  0.01
O  -0.86  0.92  4.16  -0.58
H  -1.73  1.33  4.04  0.33
H  -1.03  0.11  3.73  -0.04
O  1.60  4.97  -0.79  -0.76
H  1.76  4.08  -0.45  0.07
H  1.57  5.42  0.05  0.33
O  4.35  7.96  3.29  -0.70
H  4.96  7.34  3.78  0.72
H  4.82  8.73  2.97  0.27
O  -3.40  1.38  2.77  -0.61
H  -2.92  1.68  1.96  -0.02
H  -3.74  2.23  3.06  0.35
C  -5.13  6.09  2.48  -1.25
C  -4.74  4.67  2.20  0.10
O  -3.62  4.24  3.00  -0.45
H  -5.32  6.21  3.54  0.42
H  -6.04  6.37  1.95  0.43
H  -4.32  6.77  2.24  0.20
H  -4.47  4.48  1.20  0.07
H  -5.52  3.94  2.43  0.29
H  -3.58  4.81  3.79  0.26
C  -0.32  3.42  -4.52  -0.99
C  0.54  2.29  -4.07  0.05
O  -0.17  1.09  -3.81  -0.32
H  -1.04  3.73  -3.78  -0.05
H  -0.75  3.13  -5.47  0.33
H  0.28  4.32  -4.67  0.46
H  1.23  2.67  -3.26  -0.08
H  1.22  1.97  -4.89  0.42
H  -0.66  1.12  -2.97  -0.03
C  2.08  -1.82  -3.85  -0.51
C  1.27  -3.05  -3.97  0.70
O  0.56  -2.97  -5.16  -0.69
H  2.59  -1.88  -2.90  -0.16
H  1.47  -0.87  -3.94  -0.02
H  2.94  -1.87  -4.58  0.47
H  0.59  -3.14  -3.15  -0.40
H  1.99  -3.90  -3.94  0.28
H  -0.09  -3.70  -5.27  0.28
C  -4.71  1.45  -2.18  -0.46
C  -4.05  2.63  -2.92  -0.50
O  -3.25  3.24  -1.98  0.18
H  -3.97  0.97  -1.50  -0.09
H  -5.10  0.67  -2.82  -0.13
H  -5.53  1.75  -1.57  0.47
H  -4.86  3.31  -3.26  0.36
H  -3.45  2.35  -3.79  0.35
H  -2.99  4.14  -2.16  -0.10
C  -1.32  7.00  3.67  -0.58
C  -1.06  5.95  4.70  0.21
O  -2.28  5.40  5.14  -0.59
H  -1.81  6.59  2.77  -0.23
H  -0.50  7.71  3.31  0.30
H  -2.16  7.62  4.07  0.39
H  -0.63  6.35  5.62  0.39
H  -0.36  5.24  4.32  -0.12
H  -2.04  4.58  5.63  0.31